[1]
Entry from the OMol25 dataset: a cluster of 2 separate species, C2H8NO in total (ωB97M-V with the def2-TZVPD basis set).

Computed properties:
Net charge: +2
Frontier orbital gap (alpha / beta): 13.02 / 9.38 eV
Multiplicity: 2

The geometry in XYZ format:
```
12
Properties=species:S:1:pos:R:3:lowdin_spin:R:1
H -2.89 1.54 -0.17 0.0042
H 2.72 -1.84 1.53 0.0000
H -0.48 1.68 -1.45 0.0846
H 1.94 -1.81 0.04 -0.0001
H -2.50 -0.18 0.03 0.0015
O -0.05 0.85 0.30 0.6305
N 2.33 -1.24 0.80 -0.0004
C -0.83 1.11 -0.55 0.1543
H 3.05 -0.55 0.55 0.0000
C -2.30 0.71 -0.57 0.1221
H -2.49 0.48 -1.63 0.0040
H 1.50 -0.73 1.11 -0.0008
```


[2]
Entry from the OMol25 dataset: a structure of composition C34H26Cl5F3MoO (ωB97M-V with the def2-TZVPD basis set).

Computed properties:
Frontier orbital gap: 7.18 eV

The geometry in XYZ format:
```
70
Properties=species:S:1:pos:R:3:lowdin_charge:R:1
H -0.89 -3.05 2.22 0.1257
C 4.39 4.61 -1.31 -0.7009
Cl 6.08 3.11 0.21 0.7000
H -2.03 2.96 1.95 0.1163
H 4.27 -3.74 -1.33 0.0730
C -5.62 0.15 -1.52 0.0001
C -1.35 -1.01 1.86 -0.0512
H -0.67 -3.74 -0.19 0.0844
C 1.66 -1.60 0.49 -0.2426
C -7.05 -1.33 -2.96 -0.5858
Cl 5.72 5.67 -1.60 0.6931
H 3.80 -0.54 -2.95 0.0868
C 2.95 -3.36 2.15 -0.0740
C -0.63 -2.30 1.46 -0.3521
C 3.71 -1.63 -1.11 -0.3641
Cl 2.92 6.28 -2.84 0.6888
H 2.16 -0.80 -2.39 0.0812
O 1.09 -0.56 -0.21 -0.3270
C -1.49 2.52 2.78 -0.0422
H 4.66 -3.03 0.92 0.1177
H -2.23 -2.98 0.16 0.0793
F -6.88 -2.66 -3.10 0.1423
H -4.27 1.34 -0.34 0.1185
H 2.79 -3.28 -2.18 0.0914
C 2.21 2.88 -0.85 -0.3347
C 0.89 -2.29 1.44 -0.1279
H 3.18 0.44 -1.64 0.0088
H 3.47 -4.00 2.85 0.1022
H -1.06 -0.69 2.86 0.0763
H -3.04 2.86 4.21 0.1043
F -7.97 -1.14 -2.00 0.1367
C 3.17 -0.56 -2.06 -0.0919
C 2.07 4.01 -1.64 -0.6961
C -3.29 0.52 -2.05 -0.2433
H -2.43 -1.19 1.86 0.0855
Cl 0.53 4.35 -2.35 0.6807
H -6.46 0.31 -0.86 0.1205
H -1.78 1.86 6.08 0.1031
C -0.91 1.39 -1.31 -0.1546
C -3.45 -0.26 -3.21 -0.0082
H -4.79 -1.45 -4.39 0.1271
C -1.15 -2.81 0.11 -0.0519
C 2.97 -1.94 0.19 -0.1680
C -4.67 -0.84 -3.50 -0.0037
H 4.37 -2.80 -2.83 0.0787
H 4.73 -1.35 -0.83 0.1327
C -0.06 1.40 4.89 -0.0775
C 3.14 4.88 -1.87 -0.7006
C -5.75 -0.64 -2.65 -0.1194
H 0.49 0.96 5.71 0.1059
H -1.15 -0.20 1.16 0.0372
H -0.97 -2.06 -0.67 0.0717
H -2.60 -0.40 -3.87 0.1212
C 4.56 3.49 -0.51 -0.7060
H 1.02 -3.70 3.03 0.1117
Mo 0.87 1.29 -0.31 1.4252
C -2.00 1.00 -1.67 -0.0966
C 3.62 -2.79 1.09 -0.0519
C 0.50 1.44 3.62 -0.0541
F -7.58 -0.88 -4.11 0.1414
C 1.58 -3.16 2.27 -0.0355
C 0.32 1.94 1.22 -0.1794
C -1.34 1.90 5.10 -0.0805
C -2.05 2.46 4.04 -0.0742
H 1.49 1.04 3.44 0.1113
C -4.39 0.73 -1.22 -0.0082
C 3.46 2.68 -0.30 -0.6775
C 3.80 -2.95 -1.91 -0.0607
Cl 3.56 1.26 0.73 0.7771
C -0.21 1.99 2.56 -0.3157
```


no.,calculated total energy (hartree)
1,-210.22143
2,-4055.12337